No. 1
ORCA calculation (the ωB97M-V functional and the def2-TZVPD basis) on a single C23H25N3O3S molecule in a non-equilibrium geometry.

The HOMO energy is -8.68 eV. The calculation puts the total energy at -45703.393 eV. As for the HOMO-LUMO gap: 9.35 eV.

Element x y z (Å)
C (-6.515510, 1.095352, -0.555824)
S (-4.989278, 0.551368, -1.393357)
C (-3.805506, 1.003442, -0.138937)
C (-2.817389, 1.914529, -0.486645)
C (-1.912104, 2.371573, 0.451427)
C (-2.008000, 1.934943, 1.762941)
C (-2.965952, 1.002249, 2.109884)
C (-3.853511, 0.498605, 1.163203)
O (-4.737189, -0.467108, 1.596506)
C (-4.771323, -1.681153, 0.854831)
C (-3.411425, -2.052503, 0.368496)
C (-2.197154, -2.066948, 0.995443)
C (-1.281170, -2.329652, -0.053799)
C (0.190809, -2.413637, 0.148201)
O (0.631503, -2.960278, 1.145093)
N (0.981031, -1.843526, -0.786494)
C (0.548736, -0.986241, -1.863475)
C (0.758963, 0.467694, -1.443378)
N (2.158586, 0.710166, -1.142357)
C (2.371097, 2.101980, -0.802785)
C (2.635123, -0.179506, -0.085708)
C (4.114823, -0.015489, 0.144320)
C (4.637986, -0.016227, 1.429268)
C (6.003647, 0.088459, 1.630041)
C (6.858403, 0.196387, 0.547068)
C (6.342594, 0.197258, -0.738641)
C (4.979176, 0.087013, -0.939451)
C (2.379847, -1.644895, -0.487449)
N (-1.922201, -2.474965, -1.187723)
O (-3.235452, -2.305055, -0.936387)
H (-6.490443, 2.175478, -0.445514)
H (-6.604021, 0.615415, 0.413533)
H (-7.338488, 0.803142, -1.199790)
H (-2.781088, 2.267100, -1.506152)
H (-1.152111, 3.082308, 0.163946)
H (-1.324781, 2.304656, 2.512494)
H (-3.040497, 0.628291, 3.119311)
H (-5.157426, -2.426233, 1.557374)
H (-5.443523, -1.615344, -0.009410)
H (-1.969592, -1.912652, 2.027890)
H (-0.492731, -1.178912, -2.112300)
H (1.168935, -1.205437, -2.737197)
H (0.466331, 1.131955, -2.259796)
H (0.109474, 0.684437, -0.572260)
H (3.427323, 2.270475, -0.605119)
H (2.068345, 2.720554, -1.646556)
H (1.794383, 2.409183, 0.084504)
H (2.089064, 0.012555, 0.859563)
H (3.973284, -0.101304, 2.277115)
H (6.400328, 0.086581, 2.634649)
H (7.923653, 0.279990, 0.703913)
H (7.006409, 0.281740, -1.586651)
H (4.567871, 0.096107, -1.937377)
H (2.658988, -2.306807, 0.333523)
H (2.971174, -1.887101, -1.374004)

Force components x, y, z for each atom (eV/Å):
C 0.4 0.0 -0.2
S -0.1 0.1 0.2
C -0.5 -0.3 -0.3
C 0.1 0.0 0.1
C 0.1 0.1 0.0
C 0.0 0.0 0.0
C -0.3 -0.1 0.0
C 0.2 0.3 0.1
O 0.1 0.4 -0.1
C -0.2 -0.5 -0.2
C 0.8 0.0 0.7
C -0.6 -0.2 -0.5
C -1.0 0.0 0.2
C 0.3 -0.2 -0.2
O -0.2 0.0 0.2
N 0.2 -0.1 -0.1
C -0.4 0.5 -0.2
C 0.0 -0.3 -0.2
N 0.0 -0.1 0.1
C 0.0 0.0 0.0
C 0.0 -0.2 -0.1
C 0.0 0.0 0.1
C -0.1 0.0 -0.1
C 0.1 0.0 0.1
C 0.1 0.0 0.0
C 0.1 0.0 -0.1
C 0.0 0.0 0.0
C 0.2 0.0 0.4
N 1.0 -0.3 -0.4
O -0.6 0.1 0.2
H -0.1 0.0 0.0
H -0.1 0.0 0.1
H -0.1 0.0 0.0
H 0.0 0.1 -0.1
H 0.1 0.1 0.0
H 0.1 0.0 0.1
H 0.0 -0.1 0.1
H 0.1 0.1 -0.1
H 0.1 0.0 0.2
H 0.0 0.1 0.2
H 0.2 0.1 0.0
H -0.1 0.0 0.0
H -0.1 0.0 0.0
H 0.1 0.0 -0.1
H 0.0 0.1 0.0
H 0.0 0.1 0.0
H 0.0 0.0 0.0
H 0.1 0.0 -0.1
H -0.1 0.0 0.1
H 0.0 0.0 0.1
H 0.1 0.0 0.0
H 0.1 0.0 -0.1
H 0.0 0.0 -0.1
H 0.0 0.1 -0.1
H 0.0 0.0 0.0

Atom charges from the Löwdin analysis, given in e for atoms 1 to 4: -0.35 0.91 -0.46 -0.10

No. 2
ORCA calculation (the ωB97M-V functional and the def2-TZVPD basis) on a molecular structure, C16H10Cl5INOSiTc.

The HOMO energy (alpha / beta) is -11.29 / -11.47 eV. The calculation puts the total energy at -101078.354 eV. As for the multiplicity: 4. As for the HOMO-LUMO gap (alpha / beta): 6.76 / 6.51 eV. Its expectation value of S² is 3.81. Its net charge is +1.

Element x y z (Å)
Tc (0.573464, 0.487426, -0.279027)
Cl (1.832559, -4.660092, 4.142153)
C (1.141035, -3.633461, 2.941857)
C (-0.000206, -4.012019, 2.293247)
C (-0.594177, -3.192925, 1.306448)
I (-2.314493, -3.806678, 0.337898)
C (-0.024738, -1.983326, 0.985935)
O (-0.496066, -1.127300, 0.081268)
C (1.166840, -1.602120, 1.649081)
N (1.693901, -0.399530, 1.255994)
C (2.813634, 0.030363, 1.823254)
C (3.468371, -0.701742, 2.814682)
C (2.955444, -1.910307, 3.219328)
C (1.774325, -2.399378, 2.633155)
H (-0.460874, -4.958341, 2.540067)
H (3.205384, 0.977230, 1.479802)
H (4.374586, -0.304566, 3.247234)
H (3.451612, -2.494119, 3.982702)
Cl (2.107442, 4.268043, -1.094427)
Si (1.025086, 2.898968, -0.090492)
Cl (-0.746320, 2.248653, -1.294511)
Cl (0.203800, 3.812700, 1.527574)
Cl (2.081951, 1.858243, -3.654702)
C (1.004909, 0.507829, -3.754646)
C (0.131953, 0.439742, -4.823125)
C (-0.756416, -0.622701, -4.911182)
C (-0.766885, -1.614869, -3.940016)
C (0.110571, -1.539436, -2.876514)
C (1.021002, -0.477305, -2.756265)
C (1.914708, -0.409866, -1.585407)
H (0.149915, 1.213514, -5.577476)
H (-1.441073, -0.672998, -5.747032)
H (-1.457210, -2.443458, -4.013341)
H (0.101498, -2.306073, -2.112245)
H (2.797736, 0.214917, -1.701684)
H (2.158044, -1.385213, -1.166040)

Force components x, y, z for each atom (eV/Å):
Tc 0.4 -0.2 0.0
Cl 0.0 0.0 0.0
C 0.0 0.0 0.0
C 0.0 0.0 0.0
C 0.1 0.1 0.0
I 0.0 0.0 0.0
C 0.1 -0.1 0.1
O -0.2 0.0 0.0
C -0.1 -0.1 0.0
N 0.0 0.1 0.0
C 0.0 0.0 0.0
C 0.0 0.0 0.0
C 0.0 0.0 0.0
C 0.0 0.0 0.0
H 0.0 0.0 0.0
H 0.0 0.0 0.0
H 0.0 0.0 0.0
H 0.0 0.0 0.0
Cl 0.0 0.0 0.0
Si -0.1 0.0 0.1
Cl -0.2 0.2 -0.2
Cl 0.1 0.0 0.0
Cl 0.0 0.0 0.0
C 0.0 0.0 0.0
C 0.0 0.0 0.0
C 0.0 0.0 0.0
C 0.0 0.0 0.0
C 0.0 0.0 0.0
C -0.1 0.0 0.1
C 0.1 0.0 0.0
H 0.0 0.0 0.0
H 0.0 0.0 0.0
H 0.0 0.0 0.0
H 0.0 0.0 0.0
H 0.0 0.0 0.0
H 0.0 0.0 0.0

Atom charges from the Löwdin analysis, given in e for atoms 1 to 4: 1.18 0.75 -0.60 -0.14

No. 3
ORCA calculation (the ωB97M-V functional and the def2-TZVPD basis) on a molecular structure, CHN3O3 in a non-equilibrium geometry.

The HOMO energy (alpha / beta) is -8.64 / -9.62 eV. The calculation puts the total energy at -11657.505 eV. As for the HOMO-LUMO gap (alpha / beta): 7.41 / 8.16 eV.

Element x y z (Å)
C (-0.231777, 0.107780, -0.426326)
N (-0.512488, 2.810587, -1.089806)
N (-0.043132, -0.259121, -1.652386)
N (-0.420210, 1.395498, -0.018518)
O (-0.343363, 3.601283, -0.303723)
O (-0.422612, -0.083310, -2.805144)
O (-0.005769, 1.831942, 1.066526)
H (0.085992, -0.532738, 0.282421)

Force components x, y, z for each atom (eV/Å):
C -0.3 2.0 -2.3
N 0.0 -0.4 0.8
N -0.4 -1.2 -1.2
N 0.1 0.9 0.3
O 0.0 1.0 -0.8
O 0.2 0.7 1.3
O -0.5 -0.9 -0.4
H 1.0 -2.2 2.4

Atom charges from the Löwdin analysis, given in e for atoms 1 to 4: -0.12 0.15 -0.04 -0.18

No. 4
ORCA calculation (the ωB97M-V functional and the def2-TZVPD basis) on 2 unconnected molecules or ions with the total composition C2H9N4O in a non-equilibrium geometry.

The HOMO energy (alpha / beta) is -11.13 / -14.12 eV. The calculation puts the total energy at -10215.306 eV. As for the multiplicity: 3. As for the HOMO-LUMO gap (alpha / beta): 8.15 / 7.53 eV. Its expectation value of S² is 2.01. Its net charge is +1.

Element x y z (Å)
C (-0.447471, 0.673797, 0.242003)
C (-1.271409, -1.604240, 0.209646)
N (-0.594583, 1.971244, 0.152681)
N (1.972118, -0.225821, 0.490525)
N (-1.376676, -0.183670, 0.007743)
N (2.697289, 0.110671, -0.490608)
O (-2.676387, 0.272567, -0.318608)
H (-2.078873, -1.931048, 0.865818)
H (-0.311407, -1.825791, 0.669271)
H (-1.350544, -2.135702, -0.742870)
H (0.172985, 2.595326, 0.329446)
H (-2.951554, -0.147841, -1.149092)
H (2.063336, 0.386410, 1.304507)
H (2.671404, -0.500177, -1.302044)
H (-1.509290, 2.399863, 0.026624)
H (3.295511, 0.939428, -0.544804)

Force components x, y, z for each atom (eV/Å):
C -1.6 0.8 -0.6
C -0.1 -0.9 0.2
N 0.4 0.0 0.2
N -2.5 -0.6 3.3
N -0.3 -0.4 -0.3
N 2.2 1.1 -3.3
O 0.7 0.4 0.4
H 0.1 0.1 0.0
H 0.0 0.1 -0.1
H 0.0 0.1 0.1
H 0.2 0.0 0.0
H 0.3 -0.1 -0.1
H 0.5 -0.1 -0.4
H 0.0 0.4 0.2
H 0.0 -0.3 0.0
H -0.1 -0.6 0.3

Atom charges from the Löwdin analysis, given in e for atoms 1 to 4: -0.01 0.01 0.20 -0.05